Below is a molecular structure, C48H51IrN4O2P, with properties calculated with ωB97M-V/def2-TZVPD.

Geometry as XYZ:
```
107
Properties=species:S:1:pos:R:3:forces:R:3
Ir 0.609 -0.156 -0.849 -0.2270 0.2505 -0.3631
O 1.908 -1.005 0.602 0.2270 0.1807 -0.0063
C 2.774 -0.618 1.683 -0.4293 -0.1368 -0.2077
C 3.018 0.908 1.770 0.0590 0.1162 0.0532
C 2.293 1.818 0.824 -0.1690 -0.1451 0.0859
C 2.818 2.983 0.298 -0.0368 0.0746 0.0474
C 1.934 3.964 -0.144 0.0648 -0.0219 -0.0038
C 0.569 3.791 0.026 -0.0247 -0.0485 0.1193
C 0.119 2.571 0.512 -0.0015 -0.1341 0.0461
C -1.274 2.345 1.030 0.1667 0.1106 0.1984
C -1.783 0.921 1.067 -0.0338 -0.0229 -0.3903
O -1.347 0.027 0.350 0.0988 -0.1453 0.5356
C -3.703 -0.599 1.540 -0.0211 -0.0111 -0.0095
C -4.887 -0.441 0.827 -0.0035 -0.0289 0.0027
C -5.563 -1.543 0.320 0.0262 0.0498 0.0247
C -5.064 -2.819 0.519 -0.0055 -0.0546 -0.0079
C -3.885 -2.988 1.232 -0.0276 0.0446 -0.0069
C -3.212 -1.887 1.736 0.0012 0.0221 -0.0193
C -2.923 0.628 2.047 -0.0639 0.1041 -0.0068
C -3.798 1.848 2.211 -0.0123 -0.0348 -0.0349
C -3.947 2.501 3.386 0.0487 -0.0002 0.0293
C -3.236 2.118 4.547 0.0262 -0.0361 -0.0216
C -2.329 1.042 4.465 -0.0179 0.0617 0.0134
C -2.151 0.343 3.317 0.0040 -0.0087 0.0052
N 0.969 1.571 0.782 -0.0722 0.2099 0.0448
C 4.083 -1.400 1.487 0.0181 -0.1042 0.1432
C 4.118 -2.754 1.821 0.0470 0.0604 -0.0447
C 5.248 -3.515 1.577 0.0311 0.0438 -0.0107
C 6.375 -2.930 1.014 -0.0009 -0.0528 0.0210
C 6.367 -1.578 0.717 -0.0486 0.0599 0.0097
C 5.228 -0.818 0.957 0.0602 -0.0655 -0.1183
C 2.067 -1.142 2.951 0.0504 0.1481 0.0338
C 0.961 -1.979 2.901 -0.0329 -0.0054 0.0019
C 0.413 -2.482 4.077 -0.0042 0.0736 -0.0351
C 0.965 -2.149 5.303 -0.0288 -0.0308 0.0075
C 2.077 -1.318 5.352 0.0386 0.0284 0.0122
C 2.627 -0.817 4.184 -0.0941 -0.0564 -0.0259
H 4.077 1.145 1.804 -0.0650 -0.0058 -0.0903
H 2.620 1.237 2.734 0.0922 -0.0247 0.0046
H 3.885 3.159 0.308 0.0280 0.0110 -0.0038
H 2.315 4.895 -0.543 0.0137 0.0151 -0.0125
H -0.126 4.595 -0.176 -0.0102 0.0317 0.0090
H -2.018 2.972 0.533 0.0905 0.0211 0.1054
H -1.282 2.698 2.069 0.0195 0.0020 -0.0100
H -5.311 0.540 0.673 -0.0356 0.0045 -0.0101
H -6.493 -1.398 -0.213 -0.0259 -0.0044 -0.0238
H -5.598 -3.678 0.137 -0.0073 -0.0120 -0.0006
H -3.497 -3.981 1.409 0.0165 -0.0427 0.0017
H -2.296 -2.045 2.289 0.0273 -0.0120 0.0254
H -4.343 2.195 1.343 -0.0307 0.0027 -0.0250
H -4.622 3.344 3.438 -0.0368 0.0175 0.0011
H -3.380 2.647 5.476 -0.0017 0.0128 0.0302
H -1.762 0.752 5.340 0.0036 0.0058 0.0351
H -1.433 -0.461 3.282 0.1054 -0.1246 0.0360
H 3.263 -3.214 2.296 -0.0426 -0.0297 0.0062
H 5.259 -4.562 1.845 -0.0056 -0.0461 0.0171
H 7.262 -3.520 0.833 0.0202 -0.0157 -0.0057
H 7.249 -1.104 0.311 0.0211 0.0081 -0.0181
H 5.263 0.235 0.718 0.0316 0.0066 -0.0497
H 0.527 -2.261 1.951 -0.0267 -0.0015 -0.0399
H -0.446 -3.139 4.031 -0.0080 -0.0192 -0.0029
H 0.542 -2.545 6.216 0.0003 -0.0046 0.0106
H 2.527 -1.071 6.304 -0.0008 0.0124 0.0098
H 3.512 -0.196 4.237 0.0410 0.0174 0.0138
C 4.042 0.188 -2.351 -0.0283 0.0435 -0.0459
C 2.902 -0.781 -2.296 -0.0733 -0.1548 0.0476
C 2.953 -1.935 -1.500 -0.0486 -0.0705 -0.0913
C 1.907 -2.884 -1.491 0.1320 0.1878 -0.0247
C 1.960 -4.065 -0.582 -0.0146 -0.0668 0.0119
C 0.860 -2.713 -2.381 0.0264 0.0410 -0.0092
C 0.865 -1.661 -3.308 0.0562 0.0420 -0.0600
C 0.032 -1.769 -4.541 -0.0215 0.0028 -0.0398
C 1.811 -0.634 -3.170 0.0002 -0.2400 0.0117
H 4.776 -0.160 -3.080 -0.0005 -0.0027 -0.0067
H 4.549 0.265 -1.395 0.0488 0.0121 0.1046
H 3.708 1.176 -2.665 0.0023 0.0215 0.0064
H 3.829 -2.113 -0.893 0.0283 -0.0124 0.0543
H 2.796 -4.712 -0.853 0.0311 -0.0030 0.0190
H 1.044 -4.649 -0.636 -0.0046 -0.0194 -0.0200
H 2.116 -3.748 0.447 0.0004 0.0159 0.0268
H 0.082 -3.465 -2.441 -0.0130 -0.0219 -0.0182
H 0.502 -2.526 -5.175 -0.0350 -0.0274 0.0134
H 0.030 -0.847 -5.113 0.0212 -0.0668 -0.0117
H -0.985 -2.106 -4.346 -0.0226 0.0414 0.0099
H 1.816 0.194 -3.869 -0.0648 0.0217 -0.0125
C -2.318 2.825 -4.835 -0.0556 0.0713 -0.1279
N -1.838 3.461 -3.610 0.0295 -0.1613 0.0708
C -2.966 3.614 -2.692 -0.0723 0.1357 0.0076
N -3.696 2.374 -2.424 0.1152 -0.0824 0.0160
C -4.125 1.793 -3.689 -0.1569 0.0129 -0.0602
N -3.012 1.561 -4.596 0.1078 -0.0136 0.0657
C -2.115 0.525 -4.131 0.1487 -0.0815 -0.0289
P -1.287 0.999 -2.498 0.2867 -0.0577 0.2973
C -0.753 2.693 -3.008 0.0005 0.1317 -0.0548
C -2.897 1.430 -1.659 -0.0585 0.0455 0.1110
H -1.477 2.658 -5.509 -0.0036 -0.0023 -0.0071
H -3.019 3.505 -5.322 0.0272 -0.0113 0.0041
H -3.666 4.326 -3.132 0.0149 -0.0086 0.0090
H -2.606 4.032 -1.749 0.0053 0.0080 0.0107
H -4.821 2.483 -4.170 0.0136 -0.0271 0.0150
H -4.646 0.853 -3.498 0.0000 0.0029 -0.0030
H -1.364 0.358 -4.898 -0.0323 0.0473 0.0710
H -2.663 -0.408 -3.977 -0.0045 0.0137 -0.0274
H 0.068 2.598 -3.724 -0.0008 0.0157 -0.0116
H -0.357 3.225 -2.142 -0.0576 -0.0293 -0.0920
H -2.714 1.860 -0.679 -0.1474 -0.0879 -0.3676
H -3.453 0.501 -1.503 -0.0063 0.0138 0.0007
```
Forces are in eV/Å.

highest occupied orbital energy (spin up / spin down): -11.835 / -13.245 eV
E: -2674.14605 Ha
energy above the lowest of the compared OMol25 structures with the same formula, charge and spin: 121.15 kJ/mol
multiplicity: 6
net charge: +2
Kohn-Sham gap (spin up / spin down): 0.2432 / 0.1853 Eh

Results of the Löwdin charge analysis, in e, for atoms 1 through 5:
1 Ir 1.2561
2 O -0.1585
3 C -0.3513
4 C -0.0324
5 C -0.2511

=====

Below is 3 unconnected molecules or ions with the total composition C2H6N2O3 in a non-equilibrium geometry, with properties calculated with ωB97M-V/def2-TZVPD.

Geometry as XYZ:
```
13
Properties=species:S:1:pos:R:3:forces:R:3
C -1.033 1.724 -0.183 -0.3921 2.4543 0.6701
C 0.482 1.731 -0.423 -1.7968 4.0563 -2.3569
N 1.258 1.351 0.604 2.7525 -0.9519 1.7901
N -0.518 -6.423 -0.347 1.2277 -0.3693 0.5726
O -1.487 -6.020 0.340 1.4202 -0.5494 -0.0257
O 0.605 -6.737 0.243 -2.6685 0.7745 -0.5433
O 0.912 3.780 -0.448 -0.9104 -3.8942 -0.1624
H -1.414 2.619 -0.794 0.2663 -1.6785 0.3689
H -1.146 2.207 0.848 -0.0315 -1.0222 -0.9684
H -1.678 0.790 -0.265 1.0866 0.9248 -0.0425
H 0.789 1.312 -1.389 -0.0015 0.3972 0.1957
H 1.039 1.925 1.389 -0.7505 0.3653 0.8187
H 2.191 1.741 0.425 -0.2021 -0.5070 -0.3169
```
Forces are in eV/Å.

highest occupied orbital energy (spin up / spin down): -0.420 / -0.418 eV
E: -414.79523 Ha
energy above the lowest of the compared OMol25 structures with the same formula, charge and spin: 343.31 kJ/mol
net charge: -2
Kohn-Sham gap (spin up / spin down): 0.2520 / 0.2519 Eh

Results of the natural (NBO) charge analysis, in e, for atoms 1 through 5:
1 C -0.6880
2 C 0.1878
3 N -0.8440
4 N 0.2062
5 O -0.5723

=====

Question: Among the records above, which one has the highest energy above the lowest of the compared OMol25 structures with the same formula, charge and spin?
Answer: C2H6N2O3

=====

Question: Look up the E of the second one.
Answer: -414.79523 Ha

=====

Question: Among the records above, which one has the lowest net charge?
Answer: C2H6N2O3

=====

Question: Which of these has the lowest E?
Answer: C48H51IrN4O2P